[1]
C4H6ClNS2 in the gas phase at a distorted geometry. Source: the Open Molecules 2025 dataset; level of theory: ωB97M-V/def2-TZVPD.

Results
Relative energy (zero: lowest compared OMol25 entry of this formula, charge and spin): 85.2 kcal/mol
E_tot: -1467.19926 a.u.
Orbital gap: 0.2636 hartree
Total charge: 0

Last column: Löwdin charge in e.
Atoms and positions in Å:
Cl 1.66 -1.98 -0.48  0.685
S -1.58 -1.99 0.05  0.895
S -3.08 0.51 -0.59  0.470
N 1.32 1.75 0.15  0.013
C -0.56 -0.63 0.13  -0.565
C 1.81 0.54 -0.08  -0.422
C -2.92 -1.09 0.26  -0.917
C 0.75 -0.56 -0.17  -0.724
H 1.05 2.20 -0.73  0.114
H -3.89 -1.73 0.36  0.050
H 2.32 0.35 -1.12  0.127
H 2.47 0.15 0.82  0.150
H 1.88 2.37 0.64  0.064
H -1.24 0.12 0.76  0.060

[2]
A gas-phase ion, C25H36F5N3O11P (charge +1) at a distorted geometry. Source: the Open Molecules 2025 dataset; level of theory: ωB97M-V/def2-TZVPD.

Results
E_tot: -2806.57594 a.u.
Orbital gap: 0.3660 hartree
Total charge: +1

Last column: Löwdin charge in e.
Atoms and positions in Å:
P 1.26 2.28 -0.64  0.482
F -1.55 2.10 -1.81  0.076
F -6.77 4.07 0.72  0.160
F -7.20 2.07 1.37  0.159
F -2.85 0.40 -1.54  0.093
F -6.72 2.45 -0.70  0.152
O -5.33 -3.30 -1.82  0.165
O 5.66 0.68 -3.96  -0.034
O 7.76 0.48 -3.17  0.116
O 2.52 2.38 0.07  -0.161
O -1.64 -2.10 2.22  -0.086
O 2.45 -0.35 0.74  -0.043
O 0.41 -1.31 0.68  0.026
O 1.33 2.62 -2.17  -0.045
O -3.54 -2.13 -1.15  -0.057
O -2.42 -3.01 3.99  0.119
O 0.08 3.11 -0.02  -0.062
N -2.61 -2.12 3.29  -0.001
N 0.67 0.70 1.78  0.190
N 0.70 0.57 -0.61  -0.029
C -5.59 -2.02 0.17  0.038
C -1.90 -0.98 1.38  -0.128
C 6.58 0.50 -2.98  -0.338
C 2.94 -1.66 1.12  -0.126
C -0.80 0.18 -0.69  -0.009
C 5.01 -0.47 2.02  -0.243
C 3.28 0.46 -3.39  -0.138
C -2.79 1.84 0.24  -0.112
C 4.54 -0.22 -3.92  -0.164
C -1.97 1.19 -0.86  -0.371
C -1.20 -2.41 -0.59  -0.048
C 1.32 -0.15 -1.82  -0.075
C -4.49 3.04 2.08  0.020
C 4.95 -0.79 3.52  -0.092
C 1.12 -0.14 0.71  -0.606
C -3.15 2.89 2.37  -0.028
C -2.31 2.30 1.46  -0.045
C -4.14 2.01 -0.04  0.059
C -2.58 -3.03 -0.58  -0.159
C 4.45 -1.58 1.14  -0.171
C -4.85 -2.57 -1.01  -0.499
C -4.97 2.60 0.87  -0.098
C -6.42 2.79 0.55  -0.600
C -0.96 -1.10 0.21  -0.265
C 2.85 -0.04 -2.00  -0.163
H -2.94 -0.94 1.06  0.120
H 4.99 -1.87 3.69  0.074
H -2.76 3.24 3.31  0.120
H -1.70 -0.07 1.95  0.105
H -4.95 -1.80 1.02  0.067
H 0.49 0.10 2.57  0.126
H -4.56 1.69 -0.98  0.139
H 4.78 -1.39 0.11  0.101
H 3.26 -1.05 -1.88  0.110
H -6.12 -1.12 -0.14  0.097
H 5.78 -0.34 4.05  0.073
H 4.86 -2.54 1.46  0.125
H 2.54 -1.93 2.11  0.138
H 0.49 2.90 -2.56  0.111
H 0.02 4.00 -0.39  0.133
H 4.49 0.47 1.83  0.099
H -5.15 3.51 2.80  0.137
H 1.05 -1.20 -1.70  0.133
H -2.90 -3.35 0.42  0.132
H -0.55 -3.14 -0.12  0.145
H -0.86 -2.30 -1.62  0.131
H -0.86 -0.25 -1.69  0.135
H -6.34 -2.76 0.46  0.099
H 2.62 -2.38 0.37  0.129
H 1.42 1.35 2.03  0.112
H 3.52 1.52 -3.32  0.118
H 4.81 -1.10 -3.33  0.120
H 4.40 -0.56 -4.94  0.131
H 3.32 0.55 -1.22  0.097
H 4.03 -0.41 3.97  0.066
H 2.47 0.30 -4.11  0.115
H 0.85 0.27 -2.71  0.125
H -1.27 2.20 1.70  0.083
H 6.16 0.42 -1.96  0.145
H -2.54 -3.93 -1.20  0.143
H 6.05 -0.30 1.74  0.109

[3]
3 unconnected molecules or ions with the total composition C19H37BrINO7S2 at a distorted geometry. Source: the Open Molecules 2025 dataset; level of theory: ωB97M-V/def2-TZVPD.

Results
E_tot: -4995.63326 a.u.
Orbital gap: 0.3428 hartree
Total charge: 0

Last column: Löwdin charge in e.
Atoms and positions in Å:
I 0.62 -3.97 -1.18  0.862
Br 3.11 0.61 -0.51  0.711
S 7.81 1.26 1.23  0.657
S -6.07 0.27 1.45  0.654
O -0.21 0.60 -2.90  0.204
O -4.83 -0.46 1.59  -0.320
O -4.25 -4.08 -0.79  -0.065
O 8.29 1.02 2.56  -0.325
O -7.24 -0.35 0.88  -0.319
O 7.58 0.18 0.30  -0.320
O -1.18 -1.31 -2.44  0.002
N 0.97 -0.91 -1.73  -0.084
C 7.87 3.41 -0.27  -0.222
C 1.15 -0.99 0.81  -0.291
C 3.79 -2.86 -1.06  -0.152
C 6.72 3.64 0.73  -0.213
C -0.19 -0.44 -2.40  -0.586
C -4.69 -1.82 -1.62  -0.167
C 1.49 -2.18 -2.13  -0.613
C -6.49 0.99 3.03  -0.228
C -0.34 -1.16 1.09  -0.103
C -5.73 1.82 0.61  -0.219
C 3.02 -2.27 -2.24  -0.291
C -5.21 -3.03 -0.87  -0.256
C -3.27 -1.43 -1.19  -0.153
C -6.03 2.93 1.62  -0.212
C 8.85 2.49 0.44  -0.233
C 6.33 2.28 1.30  -0.223
C 1.30 -0.26 -0.52  -0.617
C -2.51 -0.74 -2.35  -0.116
C -5.79 2.35 3.02  -0.219
H -6.09 -3.42 -1.37  0.114
H 4.62 -2.20 -0.82  0.057
H -3.34 -0.71 -0.39  0.083
H 3.22 -2.90 -3.10  0.102
H -5.41 3.80 1.44  0.115
H 5.56 1.79 0.69  0.045
H 1.14 -2.33 -3.14  0.077
H -0.82 -0.19 1.09  0.080
H -7.57 1.10 3.07  0.109
H -4.19 -4.33 0.13  0.089
H -4.68 1.81 0.31  0.102
H -7.07 3.24 1.53  0.118
H -4.74 -1.95 -2.70  0.108
H -6.37 1.88 -0.27  0.105
H -3.02 -0.92 -3.28  0.120
H 0.65 0.60 -0.43  0.092
H -6.18 3.00 3.80  0.116
H -0.52 -1.58 2.08  0.080
H 3.22 -3.00 -0.15  0.018
H -0.85 -1.78 0.36  0.012
H 5.99 2.35 2.33  0.104
H 8.34 4.35 -0.56  0.114
H 3.40 -1.30 -2.51  0.067
H 5.87 4.13 0.25  0.114
H 4.25 -3.81 -1.30  0.068
H 9.39 3.01 1.22  0.106
H -2.49 0.32 -2.14  0.123
H -4.72 2.22 3.19  0.120
H 7.48 2.93 -1.17  0.119
H 1.67 -1.94 0.86  0.063
H 9.54 1.99 -0.24  0.107
H -6.15 0.34 3.83  0.109
H -5.55 -2.71 0.11  0.100
H 7.06 4.30 1.53  0.116
H 1.53 -0.34 1.58  0.091
H -5.34 -0.99 -1.36  0.099
H -2.68 -2.28 -0.89  0.094

[4]
C4H8N2OS in the gas phase at a distorted geometry. Source: the Open Molecules 2025 dataset; level of theory: ωB97M-V/def2-TZVPD.

Results
Relative energy (zero: lowest compared OMol25 entry of this formula, charge and spin): 94.3 kcal/mol
E_tot: -740.01167 a.u.
Orbital gap: 0.3363 hartree
Total charge: 0

Last column: Löwdin charge in e.
Atoms and positions in Å:
S 2.25 -1.00 -0.41  0.646
O -0.64 -0.88 1.06  -0.098
N -1.04 0.29 0.42  -0.164
N 0.03 2.26 -0.27  0.117
C 1.60 0.58 0.47  -0.426
C 0.16 1.09 0.10  -0.429
C -2.90 -1.04 -0.47  0.010
C -2.09 0.07 -0.49  -0.168
H 1.71 0.41 1.53  0.053
H -2.93 -1.73 0.31  0.010
H -2.12 0.66 -1.50  0.139
H 2.49 -0.42 -1.60  -0.165
H 2.38 1.40 0.30  0.092
H -3.58 -1.15 -1.37  0.066
H -1.00 2.68 -0.22  0.120
H -1.23 -0.93 1.96  0.199